[1]
ORCA calculation (ωB97M-V/def2-TZVPD) on a 2-piece molecular cluster, C5H6N2 overall at a distorted geometry.

```
! wB97M-V def2-TZVPD RIJCOSX def2/J DEFGRID3
* xyz 0 1
C -2.507 -0.393 1.259
C -1.315 -0.212 1.104
C 1.308 0.789 1.428
C 0.758 0.385 -1.019
C 0.953 -0.103 0.416
N 1.499 1.369 2.385
N -0.239 -0.263 -1.824
H -3.322 -0.652 1.863
H 0.571 1.552 -0.855
H 1.689 0.493 -1.444
H 1.256 -1.232 0.504
H -0.892 -0.882 -1.323
H 0.241 -0.851 -2.495
*
```

Summary:
**Total energy**: -8255.6526 eV
**HOMO-LUMO gap**: 8.35 eV
**HOMO energy**: -10.091 eV
**LUMO**: -1.739 eV

Here are the natural (NBO) charges for atoms 1 to 2, given in e: C -0.41; C -0.10

[2]
ORCA calculation (ωB97M-V/def2-TZVPD) on the molecule C3H4O2 at a distorted geometry.

```
! wB97M-V def2-TZVPD RIJCOSX def2/J DEFGRID3
* xyz 0 1
C 1.565 -0.156 -0.257
C 0.759 0.853 -0.071
C -1.356 0.036 0.356
O 2.527 -0.725 0.153
O -0.459 1.111 0.074
H 1.514 -0.129 -1.351
H -2.326 0.273 -0.054
H -1.294 -0.341 1.292
H -0.929 -0.921 -0.143
*
```

Summary:
**Total energy**: -7265.8217 eV
**HOMO-LUMO gap**: 9.11 eV
**HOMO energy**: -8.889 eV
**LUMO**: 0.223 eV

Here are the natural (NBO) charges for atoms 1 to 2, given in e: C 0.14; C 0.33

[3]
ORCA calculation (ωB97M-V/def2-TZVPD) on a 7-piece molecular cluster, C61H82FN10O14S2Si overall at a distorted geometry.

```
! wB97M-V def2-TZVPD RIJCOSX def2/J DEFGRID3
* xyz 1 1
C 1.663 -1.251 2.054
C 1.907 -0.052 2.979
C 1.473 1.264 2.296
C 0.418 2.046 3.096
N -0.346 2.925 2.193
C -1.738 3.191 2.658
C -2.649 3.426 1.427
C -3.830 2.435 1.353
C -3.569 1.307 0.356
C -3.455 1.661 -1.146
C -4.671 2.202 -1.874
C -5.286 3.493 -1.319
O -5.941 4.184 -2.346
C -7.066 4.931 -1.894
C -6.699 6.114 -1.000
C -3.203 0.209 -1.800
N -1.752 0.102 -2.008
Si -1.174 -0.678 -3.527
C -0.890 -2.485 -3.078
C -2.414 -0.621 -4.934
C 0.461 -0.029 -4.171
C -1.215 1.279 -1.577
N 0.023 1.487 -1.225
O 0.992 0.515 -1.288
N -2.152 2.247 -1.448
C -1.989 3.540 -2.122
C -1.651 3.469 -3.624
C -2.844 3.675 -4.563
F -2.368 4.123 -5.781
C 0.357 4.102 1.876
S 0.887 5.227 2.910
S 0.595 4.286 0.110
C 2.155 5.157 -0.107
C 3.369 4.201 -0.208
C 3.566 3.720 -1.648
H 2.234 -2.115 2.398
H 0.616 -1.558 2.075
H 1.974 -1.037 1.032
H 2.959 -0.037 3.262
H 1.335 -0.179 3.901
H 2.355 1.887 2.127
H 1.062 1.046 1.307
H -0.232 1.345 3.613
H 0.966 2.621 3.850
H -2.054 2.315 3.215
H -1.746 4.083 3.289
H -3.029 4.449 1.450
H -1.993 3.357 0.564
H -3.922 1.964 2.336
H -4.779 2.945 1.217
H -2.619 0.836 0.632
H -4.333 0.535 0.460
H -4.492 2.347 -2.940
H -5.440 1.430 -1.806
H -6.012 3.233 -0.539
H -4.525 4.099 -0.810
H -7.776 4.293 -1.357
H -7.587 5.289 -2.770
H -7.547 6.353 -0.357
H -6.494 7.015 -1.576
H -5.855 5.917 -0.338
H -3.568 -0.600 -1.170
H -3.800 0.143 -2.710
H -0.783 -2.509 -1.993
H 0.035 -2.821 -3.541
H -1.721 -3.136 -3.348
H -3.408 -0.930 -4.604
H -2.476 0.333 -5.458
H -2.097 -1.392 -5.639
H 1.276 -0.324 -3.513
H 0.632 -0.496 -5.143
H 0.522 1.050 -4.319
H 0.290 2.407 -0.862
H 0.551 -0.334 -1.093
H -1.165 4.066 -1.639
H -2.855 4.180 -1.987
H -1.133 2.553 -3.911
H -0.957 4.285 -3.834
H -3.523 4.426 -4.156
H -3.356 2.726 -4.724
H 2.327 5.896 0.672
H 2.072 5.710 -1.043
H 4.241 4.778 0.093
H 3.190 3.360 0.460
H 4.569 3.321 -1.796
H 3.465 4.565 -2.330
H 2.849 2.951 -1.938
C 6.938 -1.799 5.322
C 6.607 -2.978 5.978
C 5.341 -3.146 6.517
C 4.421 -2.121 6.386
C 4.734 -0.937 5.743
C 6.001 -0.779 5.207
N 3.070 -2.295 6.931
O 2.816 -3.337 7.507
O 2.269 -1.393 6.769
H 7.927 -1.670 4.901
H 7.339 -3.768 6.070
H 5.082 -4.061 7.028
H 4.003 -0.146 5.655
H 6.260 0.141 4.700
C 0.276 -4.966 7.650
C -0.288 -4.911 8.918
C -0.983 -6.000 9.420
C -1.100 -7.136 8.640
C -0.550 -7.209 7.373
C 0.140 -6.114 6.879
N -1.819 -8.302 9.176
O -2.309 -8.203 10.282
O -1.880 -9.296 8.479
H 0.819 -4.119 7.267
H -0.182 -4.017 9.518
H -1.423 -5.960 10.406
H -0.655 -8.104 6.778
H 0.578 -6.158 5.891
C 3.589 -6.432 -2.055
C 2.506 -6.440 -1.186
C 1.782 -5.280 -0.954
C 2.159 -4.118 -1.606
C 3.240 -4.091 -2.472
C 3.955 -5.255 -2.697
N 1.389 -2.887 -1.382
O 0.454 -2.926 -0.608
O 1.716 -1.881 -1.996
H 4.144 -7.342 -2.236
H 2.220 -7.356 -0.687
H 0.941 -5.288 -0.277
H 3.525 -3.175 -2.970
H 4.796 -5.239 -3.375
C -12.185 7.565 -6.839
C -11.846 8.387 -5.772
C -11.114 7.881 -4.711
C -10.728 6.552 -4.740
C -11.061 5.717 -5.791
C -11.796 6.231 -6.846
N -9.934 6.017 -3.627
O -9.670 6.764 -2.705
O -9.579 4.853 -3.687
H -12.753 7.965 -7.668
H -12.151 9.424 -5.768
H -10.849 8.516 -3.879
H -10.755 4.681 -5.793
H -12.064 5.593 -7.677
C -1.250 -4.658 -7.089
C -0.571 -4.351 -5.916
C 0.469 -5.146 -5.488
C 0.822 -6.254 -6.223
C 0.154 -6.600 -7.383
C -0.887 -5.787 -7.818
N 1.946 -7.052 -5.718
O 2.467 -6.628 -4.699
O 2.285 -8.040 -6.328
H -2.062 -4.029 -7.430
H -0.827 -3.484 -5.332
H 1.000 -4.901 -4.578
H 0.438 -7.477 -7.947
H -1.416 -6.037 -8.727
C 14.208 -1.028 3.796
C 13.890 -2.196 4.477
C 12.637 -2.348 5.047
C 11.718 -1.322 4.920
C 12.019 -0.149 4.251
C 13.275 -0.006 3.687
N 10.382 -1.487 5.506
O 10.146 -2.516 6.105
O 9.575 -0.585 5.355
H 15.187 -0.915 3.349
H 14.619 -2.990 4.563
H 12.385 -3.254 5.578
H 11.289 0.643 4.167
H 13.527 0.904 3.159
*
```

Summary:
**Total energy**: -140395.5880 eV
**HOMO-LUMO gap**: 8.01 eV
**HOMO energy**: -10.862 eV
**LUMO**: -2.855 eV

Here are the Mulliken charges for atoms 1 to 2, given in e: C -1.34; C -0.37

[4]
ORCA calculation (ωB97M-V/def2-TZVPD) on a 3-piece molecular cluster, C4H13B4Cl4NO4 overall at a distorted geometry.

```
! wB97M-V def2-TZVPD RIJCOSX def2/J DEFGRID3
* xyz 0 1
N 0.345 3.321 -1.706
B -0.250 1.924 -1.748
O -1.616 1.561 -1.234
B 0.648 0.675 -2.348
O 0.001 -0.574 -2.885
B 0.404 -1.601 -1.860
O 1.877 -1.824 -1.652
B 2.455 -0.458 -1.388
O 2.154 0.642 -2.372
H 1.118 3.312 -0.974
H 0.847 3.422 -2.638
H -2.262 1.487 -2.007
H -0.431 -2.178 -1.223
H 3.089 -0.190 -0.427
Cl 5.424 -1.469 2.493
C 4.257 -2.701 3.034
C 3.160 -2.943 2.010
Cl 2.069 -1.545 1.849
H 3.846 -2.379 3.996
H 4.823 -3.623 3.198
H 2.542 -3.792 2.320
H 3.574 -3.167 1.022
Cl -4.629 0.682 -1.368
C -4.127 1.197 0.261
C -5.290 1.733 1.079
Cl -5.900 3.283 0.448
H -3.334 1.944 0.151
H -3.700 0.318 0.753
H -4.968 1.915 2.109
H -6.125 1.025 1.105
*
```

Summary:
**Total energy**: -66839.3780 eV
**Structure (SMILES)**: NB(O)B1OBOBO1.ClCCCl.ClCCCl
**HOMO-LUMO gap**: 8.81 eV
**HOMO energy**: -9.767 eV
**LUMO**: -0.953 eV

Here are the natural (NBO) charges for atoms 1 to 2, given in e: N -1.14; B 0.86

[5]
ORCA calculation (ωB97M-V/def2-TZVPD) on C37H55F5N7O5Si2SnTe2 as an isolated structure.

```
! wB97M-V def2-TZVPD RIJCOSX def2/J DEFGRID3
* xyz 3 1
Sn -0.230 0.400 0.998
C 2.229 0.612 4.993
O 1.143 -0.352 5.148
C 0.638 -0.523 3.947
N 1.112 0.140 2.966
C 2.114 1.081 3.529
C 3.397 1.090 2.728
C 3.343 1.096 1.335
C 4.500 1.157 0.576
C 5.740 1.215 1.200
C 5.804 1.229 2.582
C 4.641 1.170 3.341
C -0.512 -1.442 3.820
C -1.078 -2.070 4.921
C -2.230 -2.813 4.727
C -2.779 -2.881 3.451
C -2.128 -2.221 2.423
N -1.006 -1.524 2.592
C -2.678 -2.177 1.054
N -2.061 -1.676 0.055
C -2.996 -1.711 -1.075
C -4.205 -2.498 -0.536
O -3.905 -2.657 0.872
C -2.270 -2.238 -2.292
C -1.140 -1.462 -2.778
C -0.583 -1.769 -4.060
C -1.009 -2.874 -4.755
C -2.011 -3.673 -4.206
C -2.641 -3.356 -2.995
H 3.150 0.079 5.215
H 2.063 1.403 5.719
H 1.664 2.076 3.487
H 2.381 1.092 0.828
H 4.439 1.180 -0.505
H 6.646 1.266 0.613
H 6.763 1.294 3.079
H 4.725 1.205 4.419
H -0.633 -1.950 5.898
H -2.712 -3.308 5.558
H -3.693 -3.423 3.257
H -3.270 -0.672 -1.294
H -4.340 -3.497 -0.947
H -5.139 -1.948 -0.618
H -1.094 -0.429 -2.418
H 0.181 -1.124 -4.468
H -0.591 -3.114 -5.721
H -2.342 -4.547 -4.753
H -3.460 -3.977 -2.663
N -0.288 3.215 -1.099
C -1.605 3.591 -0.583
C -2.498 4.204 -1.668
C -3.957 4.434 -1.264
C -4.172 5.300 -0.026
N -3.627 6.649 -0.228
C -3.389 7.521 0.750
N -3.482 7.156 2.024
N -3.069 8.782 0.450
C -2.281 2.360 0.021
O -3.011 2.543 1.072
O -2.096 1.234 -0.456
H 0.438 3.656 -0.544
H -0.166 3.528 -2.055
H -1.492 4.305 0.232
H -2.477 3.539 -2.537
H -2.046 5.147 -1.990
H -4.446 3.477 -1.073
H -4.496 4.879 -2.106
H -3.689 4.837 0.831
H -5.243 5.378 0.175
H -3.648 7.018 -1.166
H -3.510 6.178 2.270
H -3.169 7.781 2.749
H -3.081 9.116 -0.499
H -2.914 9.464 1.173
C 4.904 -1.041 -3.581
Si 3.078 -1.211 -3.795
C 2.699 -2.629 -4.944
C 2.259 0.423 -4.173
C 2.476 -1.698 -2.027
Te 0.583 -2.162 -1.271
C 0.699 -4.214 -1.571
Si 1.859 -5.052 -0.242
C 1.156 -6.747 -0.060
C 3.601 -5.039 -0.877
C 1.710 -4.046 1.329
H 5.365 -0.718 -4.517
H 5.355 -1.997 -3.312
H 5.170 -0.308 -2.819
H 2.593 -2.307 -5.981
H 1.804 -3.189 -4.675
H 3.542 -3.323 -4.915
H 2.183 0.620 -5.243
H 2.867 1.224 -3.748
H 1.262 0.515 -3.738
H 2.767 -0.870 -1.372
H 3.059 -2.582 -1.745
H 1.070 -4.411 -2.579
H -0.305 -4.620 -1.443
H 1.201 -7.302 -0.998
H 0.120 -6.728 0.280
H 1.737 -7.309 0.675
H 3.673 -5.126 -1.963
H 4.117 -5.908 -0.462
H 4.160 -4.159 -0.555
H 0.742 -4.197 1.815
H 1.849 -2.964 1.204
H 2.485 -4.360 2.032
F -3.531 2.563 3.642
Te -1.852 2.527 2.919
F -2.105 0.636 2.217
F -0.979 3.573 4.209
F -2.151 4.342 2.386
F -1.410 1.311 4.312
O -0.333 2.312 1.886
*
```

Summary:
**Total energy**: -109670.2865 eV
**HOMO-LUMO gap**: 5.05 eV
**HOMO energy**: -15.067 eV
**LUMO**: -10.020 eV

Here are the Mulliken charges for atoms 1 to 2, given in e: Sn 2.00; C -0.67

[6]
ORCA calculation (ωB97M-V/def2-TZVPD) on C34H28N4P2PdS as an isolated structure.

```
! wB97M-V def2-TZVPD RIJCOSX def2/J DEFGRID3
* xyz 4 5
Pd 0.477 -0.145 -0.085
N 1.647 -2.351 -1.846
P 0.006 -2.131 -1.466
C -0.843 -3.667 -1.330
C -1.098 -4.395 -2.503
C -1.723 -5.624 -2.403
C -2.111 -6.108 -1.157
C -1.875 -5.376 0.002
C -1.235 -4.151 -0.078
C -0.698 -1.051 -2.687
C 0.000 -0.593 -3.826
C -0.679 0.093 -4.811
C -2.045 0.348 -4.666
C -2.740 -0.074 -3.528
C -2.075 -0.758 -2.536
P 2.590 -1.025 -1.443
C 4.093 -0.919 -2.343
C 5.239 -1.538 -1.807
C 6.410 -1.521 -2.537
C 6.455 -0.864 -3.765
C 5.329 -0.224 -4.281
C 4.144 -0.245 -3.575
C 2.815 -1.032 0.325
C 3.319 0.158 0.901
C 3.766 0.147 2.208
C 3.730 -1.038 2.941
C 3.222 -2.214 2.386
C 2.754 -2.220 1.088
H 1.990 -3.119 -2.418
H -0.819 -4.009 -3.477
H -1.920 -6.204 -3.294
H -2.609 -7.067 -1.092
H -2.192 -5.764 0.960
H -1.045 -3.572 0.818
H 1.046 -0.837 -3.957
H -0.169 0.406 -5.712
H -2.576 0.868 -5.453
H -3.802 0.116 -3.446
H -2.612 -1.118 -1.665
H 5.209 -2.031 -0.843
H 7.295 -2.010 -2.153
H 7.382 -0.844 -4.323
H 5.390 0.295 -5.228
H 3.270 0.264 -3.963
H 3.410 1.058 0.301
H 4.180 1.045 2.647
H 4.125 -1.051 3.950
H 3.234 -3.131 2.961
H 2.393 -3.138 0.639
N -1.397 1.816 3.390
C -1.034 0.792 4.248
C -1.193 0.618 5.593
C -0.708 -0.597 6.105
C -0.088 -1.596 5.284
C 0.074 -1.411 3.949
C -0.402 -0.185 3.399
N -0.402 0.252 2.130
C -1.022 1.462 2.154
C -1.241 2.190 0.936
C -1.899 3.374 0.734
S -1.888 3.779 -0.913
C -1.021 2.355 -1.260
N -0.745 1.616 -0.220
H -1.871 2.670 3.656
H -1.664 1.346 6.241
H -0.812 -0.795 7.165
H 0.239 -2.508 5.764
H 0.530 -2.153 3.310
H -2.380 4.016 1.457
H -0.723 2.098 -2.268
*
```

Summary:
**Total energy**: -74525.1752 eV
**HOMO-LUMO gap (alpha / beta)**: 7.67 / 5.02 eV
**⟨S²⟩**: 6.06
**HOMO energy (alpha / beta)**: -18.888 / -19.242 eV
**LUMO (alpha / beta)**: -11.216 / -14.219 eV

Here are the Mulliken charges for atoms 1 to 2, given in e: Pd 0.19; N -0.03